Below is a molecular structure, C27H19F6IrN6O5S2Se3Te in a non-equilibrium geometry, with properties calculated with ωB97M-V/def2-TZVPD.

Results
⟨S²⟩: 8.82
Spin multiplicity: 6
Net charge: +1
HOMO energy (alpha / beta), eV: -8.68 / -9.82
Relative energy (zero: lowest compared OMol25 entry of this formula, charge and spin), kJ/mol: 229.2
Total energy, Ha: -10716.86116

CARTESIAN COORDINATES (ANGSTROEM)
Ir  18.486  -17.700  -5.239
Se  19.498  -19.780  -4.421
Se  21.427  -19.328  -3.190
Te  21.358  -16.700  -2.738
Se  19.127  -16.099  -3.579
F  25.057  -12.609  -10.983
C  24.282  -13.567  -11.525
F  24.956  -14.091  -12.512
F  23.147  -12.903  -12.018
S  23.740  -14.803  -10.238
O  22.492  -14.284  -9.753
O  24.913  -14.984  -9.374
N  23.440  -15.918  -11.331
S  23.395  -17.521  -11.255
O  24.189  -18.084  -12.301
O  23.454  -18.130  -9.942
C  21.576  -17.803  -11.815
F  21.233  -16.825  -12.706
F  21.401  -19.033  -12.366
F  20.625  -17.622  -10.806
C  9.214  -8.613  -9.071
O  9.367  -9.352  -7.839
C  10.289  -10.303  -7.612
C  11.473  -10.421  -8.399
C  12.454  -11.317  -7.937
C  12.088  -12.223  -6.942
C  10.874  -12.156  -6.247
C  9.964  -11.169  -6.524
C  12.971  -13.307  -6.716
N  14.034  -13.542  -7.534
C  14.733  -14.566  -6.943
C  14.200  -14.867  -5.679
N  13.095  -14.096  -5.532
C  14.849  -15.638  -4.721
C  14.423  -15.974  -3.494
C  15.072  -16.964  -2.757
C  16.161  -17.654  -3.318
N  16.532  -17.411  -4.594
C  16.016  -16.315  -5.243
C  16.634  -15.907  -6.445
N  17.920  -16.294  -6.635
C  18.602  -15.917  -7.707
C  18.109  -14.920  -8.526
C  16.798  -14.438  -8.362
C  15.995  -15.009  -7.347
H  8.269  -8.078  -8.966
H  9.292  -9.182  -9.990
H  9.992  -7.815  -9.115
H  11.695  -9.814  -9.259
H  13.462  -11.303  -8.313
H  10.662  -12.847  -5.467
H  9.033  -11.141  -6.042
H  12.624  -13.901  -4.645
H  13.557  -15.478  -3.097
H  14.752  -17.120  -1.751
H  16.806  -18.377  -2.778
H  19.592  -16.356  -7.872
H  18.805  -14.462  -9.144
H  16.367  -13.727  -9.056
C  17.366  -20.467  -9.161
C  18.612  -19.949  -8.859
C  18.824  -19.289  -7.689
N  17.863  -19.070  -6.775
C  16.612  -19.471  -7.092
C  16.288  -20.143  -8.279
H  17.214  -21.076  -9.989
H  19.358  -20.003  -9.638
H  19.854  -18.976  -7.502
H  15.846  -19.227  -6.369
H  15.241  -20.410  -8.381

Below is a molecular structure, C27H20AsCl5CuNO2S2, with properties calculated with ωB97M-V/def2-TZVPD.

Results
⟨S²⟩: 0.76
Spin multiplicity: 2
Net charge: +1
HOMO energy (alpha / beta), eV: -10.79 / -10.75
Relative energy (zero: lowest compared OMol25 entry of this formula, charge and spin), kJ/mol: 0.0
Total energy, Ha: -8219.54135

CARTESIAN COORDINATES (ANGSTROEM)
Cu  -0.368  -0.483  -0.114
Cl  4.934  1.217  4.329
C  3.912  0.716  3.044
C  2.563  0.474  3.281
Cl  1.909  0.652  4.858
C  1.737  0.110  2.226
Cl  0.041  -0.154  2.491
C  2.219  -0.033  0.919
O  1.457  -0.397  -0.086
C  3.579  0.243  0.698
Cl  4.150  0.175  -0.921
C  4.415  0.603  1.745
Cl  6.063  0.963  1.434
S  -2.147  -1.867  -0.333
C  -3.394  -1.028  -1.116
N  -3.374  0.209  -1.553
C  -4.653  0.747  -2.013
C  -5.459  -0.460  -2.474
S  -4.913  -1.820  -1.392
H  -2.548  0.795  -1.367
H  -4.487  1.464  -2.814
H  -5.150  1.253  -1.182
H  -5.242  -0.729  -3.506
H  -6.528  -0.310  -2.354
O  -0.976  1.226  -0.760
As  -0.057  2.634  -1.014
C  1.201  2.371  -2.415
C  1.281  1.133  -3.036
C  2.228  0.930  -4.029
C  3.083  1.959  -4.393
C  3.003  3.198  -3.768
C  2.064  3.408  -2.773
C  0.863  3.139  0.576
C  0.114  3.426  1.716
C  0.763  3.794  2.882
C  2.150  3.890  2.902
C  2.892  3.606  1.765
C  2.252  3.219  0.596
C  -1.383  3.931  -1.462
C  -2.567  3.927  -0.728
C  -3.547  4.866  -1.010
C  -3.347  5.797  -2.020
C  -2.171  5.791  -2.756
C  -1.183  4.856  -2.481
H  0.614  0.331  -2.749
H  2.303  -0.035  -4.511
H  3.822  1.796  -5.166
H  3.676  3.995  -4.052
H  2.024  4.365  -2.265
H  -0.967  3.364  1.698
H  0.191  4.008  3.775
H  2.656  4.176  3.816
H  3.972  3.675  1.789
H  2.835  2.973  -0.282
H  -2.724  3.193  0.054
H  -4.466  4.874  -0.438
H  -4.113  6.530  -2.236
H  -2.023  6.511  -3.549
H  -0.277  4.844  -3.072

Question: The highest ⟨S²⟩ belongs to which entry?
Answer: C27H19F6IrN6O5S2Se3Te

Question: Which of these has the lowest ⟨S²⟩?
Answer: C27H20AsCl5CuNO2S2